(1)
C3H3ClN2S | ωB97M-V/def2-TZVPD

```
10
Properties=species:S:1:pos:R:3:forces:R:3
N 2.402 -0.459 0.824 -0.17 0.25 -0.49
C 4.603 0.072 0.568 0.31 -0.99 1.68
H 0.251 -0.194 -1.428 -1.05 -0.03 0.86
Cl 4.888 1.540 -0.149 -0.29 0.29 -0.91
H -0.817 0.771 -0.277 -0.76 1.27 -0.29
H -0.435 -0.826 0.184 0.11 -0.93 0.12
S 1.556 0.624 0.239 -0.24 0.00 -0.10
C -0.095 0.014 -0.378 2.29 -0.34 -0.54
C 4.687 -1.174 -0.103 -0.38 2.20 0.41
N 4.697 -2.298 -0.319 0.19 -1.73 -0.73
```
Positions in Å, forces in eV/Å.

ΔE to the lowest compared entry with this formula, charge and spin (kcal/mol): 149.2
LUMO (alpha / beta) (eV): -1.719 / -1.716
E_tot (a.u.): -1083.76882
Strongest force on any atom (Eh/bohr): 0.0463

***

(2)
C4H13NO6 | ωB97M-V/def2-TZVPD

```
24
Properties=species:S:1:pos:R:3:forces:R:3
C -0.029 0.657 1.330 0.26 -0.47 1.30
O -1.626 -0.171 -3.397 -0.02 0.06 -0.43
O 1.426 -2.531 0.129 0.35 -0.17 -0.17
H 2.035 -3.173 0.504 0.17 -0.05 -0.06
H 1.026 0.485 1.114 0.23 -0.09 -0.09
H -1.697 -1.112 -3.186 0.13 0.42 0.42
H 0.310 0.619 3.631 -0.03 -0.15 -0.92
O 1.227 -0.753 -2.796 0.08 0.61 0.33
H -1.228 2.276 0.993 0.19 0.26 0.33
H 1.429 0.042 -2.253 -0.24 -0.41 -0.28
H 1.983 -1.864 -0.298 -0.24 -0.08 -0.01
H -0.417 -1.076 0.111 -1.16 0.21 0.09
H -1.809 -0.638 1.383 -0.26 0.60 -1.09
H -1.193 0.301 -2.673 -0.30 -0.38 0.22
H -0.388 3.200 -0.897 -0.16 0.47 -0.39
H 0.367 -0.537 -3.189 0.43 -0.14 -0.06
C -0.267 1.051 2.779 0.91 -0.30 0.78
C 0.066 2.265 -0.595 0.12 -1.55 1.78
C -0.757 -0.683 1.099 1.09 -0.95 -0.18
O 1.015 1.732 -1.167 0.14 0.21 -0.82
N -0.483 1.769 0.526 -0.59 0.09 -1.06
O -0.358 -1.673 2.059 0.10 -0.11 0.85
O -0.983 2.073 3.027 -1.14 1.27 0.07
H 0.351 -2.256 1.765 -0.07 0.65 -0.62
```
Positions in Å, forces in eV/Å.

Spin multiplicity: 2
ΔE to the lowest compared entry with this formula, charge and spin (kcal/mol): 0.0
LUMO (alpha / beta) (eV): 3.096 / 2.939
E_tot (a.u.): -666.37707
Total charge: -1
Strongest force on any atom (Eh/bohr): 0.0460